ORCA calculation (ωB97M-V with the def2-TZVPD basis set) on a single C7H13NO molecule at a distorted geometry.

ΔE to the lowest compared entry with this formula, charge and spin ... 84.1 kcal/mol
E ... -11004.1076 eV
LUMO level ... 0.0342 Eh
Kohn-Sham gap ... 8.33 eV
SMILES ... C[C@@]12C[C@]1(C)O[C@@]2(C)N

Bonds (Å) are listed after each position.
Element x y z (Å)
1 C 0.6462 1.9633 -0.0016  C2 1.505, H10 1.094, H11 1.096, H12 1.094
2 C 0.2234 0.5473 0.2815  C1 1.505, C3 1.470, C4 1.593, C7 1.476
3 C -0.8997 0.3008 1.1973  C2 1.470, C4 1.529, H13 1.085, H14 1.086
4 C -1.1552 -0.0254 -0.2743  C2 1.593, C3 1.529, C5 1.494, O6 1.397
5 C -2.6245 0.0662 -0.5272  C4 1.494, H15 1.097, H16 1.095, H17 1.094
6 O -0.5367 -1.0938 -0.9282  C4 1.397, C7 1.710
7 C 0.9583 -0.6175 -0.2485  C2 1.476, O6 1.710, C8 1.513, N9 1.392
8 C 1.3997 -1.7366 0.6683  C7 1.513, H18 1.095, H19 1.091, H20 1.093
9 N 1.8448 -0.3948 -1.2978  C7 1.392, H21 1.012, H22 1.012
10 H -0.1484 2.6758 0.2380  C1 1.094
11 H 1.5243 2.2345 0.5948  C1 1.096
12 H 0.8930 2.1220 -1.0561  C1 1.094
13 H -0.8663 -0.5318 1.8925  C3 1.085
14 H -1.3705 1.1753 1.6371  C3 1.086
15 H -3.1172 -0.8371 -0.1481  C5 1.097
16 H -3.0804 0.9456 -0.0615  C5 1.095
17 H -2.8107 0.1017 -1.6050  C5 1.094
18 H 1.7303 -1.3598 1.6421  C8 1.095
19 H 0.5972 -2.4462 0.8751  C8 1.091
20 H 2.2154 -2.3386 0.2587  C8 1.093
21 H 2.3764 0.4638 -1.3647  N9 1.012
22 H 2.2007 -1.2148 -1.7724  N9 1.012